Formula: C3H4O3
Source: the Open Molecules 2025 dataset
Level of theory: wB97M-V/def2-TZVPD

Summary:
LUMO level   0.618 eV
HOMO energy   -10.4 eV
Orbital gap   0.403 Ha
Energy relative to the best compared isomer or geometry (same formula, charge and spin)   60.9 kcal/mol
Energy   -9316.0605 eV

Atoms and positions in Å:
O (2.6557, -0.0754, -0.3928)
C (1.5237, -0.0435, -0.3103)
O (0.6929, 2.6376, -0.0666)
C (-0.4796, 2.3632, -0.0511)
C (-0.5832, -2.3329, 0.2276)
O (0.5693, -2.6638, 0.1149)
H (-1.2566, 3.1330, 0.1177)
H (-0.8383, 1.3260, -0.2028)
H (-0.8855, -1.2674, 0.2524)
H (-1.3984, -3.0769, 0.3110)